No. 1
Below is a cluster of 3 separate species, C6H14N2O in total in a non-equilibrium geometry, with properties calculated with the ωB97M-V functional and the def2-TZVPD basis.

Each line ends with the Mulliken charge.
CARTESIAN COORDINATES (ANGSTROEM)
C -0.5710 -0.2772 -0.0454  1.550
C 1.7128 -0.4704 0.9640  -0.261
C 0.4364 0.5909 -0.4102  -1.291
C -1.4073 -0.0058 1.1525  -1.170
C -0.7144 -1.6117 -0.7050  -1.636
N 2.8651 -0.6789 0.1685  -0.534
C -1.5589 1.2788 -1.6629  -0.299
O 1.8189 0.3786 2.0816  -0.526
N -2.6066 1.7094 -1.1130  -0.477
H 2.1737 1.2298 1.7973  0.324
H 1.3143 -1.4102 1.3346  0.328
H 3.1931 0.1553 -0.3029  0.238
H 3.6398 -1.1113 0.6678  0.238
H -3.2101 2.3144 -1.6951  0.230
H 0.4913 1.5641 0.0595  0.394
H 0.9878 0.4214 -1.3242  0.440
H -1.3061 1.5105 -2.7236  0.304
H -0.8516 0.5039 1.9388  0.341
H -2.2103 0.6787 0.8390  0.288
H -1.8777 -0.9025 1.5561  0.343
H -0.0424 -1.7288 -1.5530  0.335
H -1.7483 -1.7262 -1.0390  0.457
H -0.5283 -2.4129 0.0144  0.383

Computed properties:
Energy ... -421.549443 Eh
LUMO energy (spin up / spin down) ... 0.723 / 0.737 eV

No. 2
Below is a cluster of 7 separate species, C31H58F9O18 in total in a non-equilibrium geometry, with properties calculated with the ωB97M-V functional and the def2-TZVPD basis.

Each line ends with the Mulliken charge.
CARTESIAN COORDINATES (ANGSTROEM)
O -1.0058 1.1283 -0.6180  1.183
C -0.0111 0.2272 -0.9124  -0.021
O 0.5149 -0.4404 0.0188  -0.633
O 0.3306 0.0686 -2.1162  -0.677
H -1.1616 1.4296 -1.5360  -0.609
C 0.3295 -0.4289 3.2513  -0.002
O 0.3107 -1.7362 3.8100  -0.454
C 0.5528 -2.7031 2.7943  -0.173
C 0.1320 -4.0188 3.4091  -0.966
O -1.2771 -4.2770 3.4205  -0.279
C -2.1494 -3.2919 3.9265  0.679
C -3.5671 -3.7853 3.6213  -0.661
O -4.0801 -4.7901 4.4743  -0.467
C -3.5667 -6.0876 4.2546  -0.608
H 1.2606 -0.2532 2.7093  0.222
H 0.2273 0.3373 4.0204  0.299
H -0.5048 -0.3466 2.5544  -0.292
H 1.6218 -2.7519 2.5652  0.433
H 0.0010 -2.4924 1.8744  0.224
H 0.4620 -4.0846 4.4515  0.326
H 0.5373 -4.9059 2.9219  0.354
H -2.0099 -2.3378 3.4046  -0.297
H -1.9962 -3.1234 4.9991  0.192
H -3.6135 -4.1197 2.5800  0.395
H -4.2563 -2.9485 3.7725  0.281
H -3.8089 -6.5296 3.2806  0.254
H -4.0119 -6.7825 4.9685  0.267
H -2.4862 -6.0509 4.3845  0.230
C 2.9790 2.0644 6.2616  -0.849
O 2.2950 2.3400 5.0689  -0.133
C 2.2605 3.7164 4.7510  -0.736
C 1.8330 3.9604 3.3176  -0.253
O 0.4673 3.6476 3.1442  -0.452
C 0.0857 3.2446 1.8381  0.416
C -0.2883 4.4189 0.9457  -0.450
O 0.7449 5.3830 0.8407  -0.311
C 0.3074 6.4965 0.0711  -0.820
H 4.0605 2.0259 6.0790  0.333
H 2.7354 1.0307 6.5213  0.214
H 2.7127 2.7059 7.1047  0.322
H 3.2741 4.1395 4.8424  0.403
H 1.6861 4.2644 5.5066  0.360
H 2.5497 3.5313 2.6163  0.280
H 1.8695 5.0533 3.2145  0.263
H -0.8248 2.6521 1.9437  -0.369
H 0.8442 2.5690 1.4320  0.289
H -1.2208 4.8684 1.2990  0.463
H -0.4960 3.9356 -0.0217  0.145
H -0.7700 6.6067 -0.0569  0.356
H 0.7817 6.3980 -0.9098  0.238
H 0.6548 7.4319 0.5152  0.266
C 3.5835 0.9250 -0.6131  -0.441
O 3.9772 -0.4101 -0.4676  -0.123
C 5.3788 -0.5123 -0.4765  -0.766
C 5.8638 -1.9438 -0.5937  -0.578
O 5.3743 -2.4414 -1.8177  -0.203
C 5.6818 -3.8171 -1.9268  -0.487
C 5.3701 -4.3759 -3.2931  -0.659
O 3.9971 -4.2148 -3.5810  -0.217
C 3.4172 -5.3862 -4.1030  -0.795
H 2.5033 0.9806 -0.5117  -0.330
H 3.8759 1.3685 -1.5792  0.314
H 4.1002 1.6267 0.0631  0.375
H 5.7933 -0.0270 0.4244  0.452
H 5.8010 0.1137 -1.2772  0.350
H 5.5508 -2.5222 0.2789  0.340
H 6.9564 -1.8271 -0.5777  0.359
H 5.2083 -4.4037 -1.1341  0.308
H 6.7642 -3.9686 -1.7875  0.326
H 5.7112 -5.4200 -3.2853  0.438
H 5.9624 -3.9289 -4.0997  0.301
H 2.3621 -5.2162 -4.3157  0.235
H 3.4511 -6.2056 -3.3793  0.322
H 3.8635 -5.6970 -5.0527  0.307
C -3.7995 1.7238 -2.1194  -1.004
C -3.3532 0.5814 -3.0125  0.189
O -3.9064 0.6201 -4.3298  -0.294
C -4.0775 -0.5288 -4.9512  0.500
O -3.7993 -1.6158 -4.5332  -0.526
C -4.8215 -0.3684 -6.2965  0.801
F -3.9868 -0.5815 -7.3195  -0.259
F -5.8083 -1.2476 -6.4084  -0.254
F -5.3381 0.8556 -6.4202  -0.254
H -4.7782 2.1815 -2.2824  0.448
H -3.0890 2.5538 -2.1458  0.224
H -3.8460 1.4776 -1.0593  -0.181
H -3.6329 -0.3276 -2.4808  0.299
H -2.2695 0.4966 -3.1136  0.334
C -3.1396 0.8187 1.8061  -0.602
C -3.5521 -0.4892 1.1843  0.074
O -4.7206 -0.3706 0.3963  -0.254
C -5.1651 -1.4050 -0.2888  0.462
O -4.5871 -2.4481 -0.3467  -0.549
C -6.4303 -1.1206 -1.1336  0.757
F -7.0790 -2.2667 -1.3067  -0.252
F -7.2350 -0.2046 -0.5995  -0.262
F -6.0118 -0.6635 -2.3261  -0.151
H -2.8823 1.5059 1.0036  -0.195
H -2.2986 0.6977 2.4793  0.164
H -4.0064 1.1809 2.3718  0.482
H -3.6080 -1.3789 1.8205  0.225
H -2.6655 -0.7887 0.5997  0.125
C 2.6994 3.9088 -2.1619  -1.578
C 1.3887 3.1745 -2.3165  1.652
O 1.1427 2.8561 -3.6880  -0.443
C -0.0984 2.6430 -4.0776  0.593
O -1.0616 2.9316 -3.4257  -0.647
C -0.2018 1.8872 -5.4123  0.759
F -1.0220 0.8520 -5.3045  -0.211
F -0.7016 2.6929 -6.3670  -0.289
F 1.0034 1.4718 -5.8051  -0.259
H 2.7966 4.6872 -2.9237  0.421
H 3.6072 3.3132 -2.2529  0.380
H 2.6814 4.4471 -1.2141  0.238
H 0.6038 3.8813 -2.0175  0.066
H 1.1866 2.2790 -1.7246  -0.731

Computed properties:
Energy ... -3469.053967 Eh
Charge ... -1
LUMO energy ... 2.410 eV